DFT (ωB97M-V/def2-TZVPD) results for an isolated molecule of C23H31N5O5S.

Values from the calculation:
Charge = 0
Calculated total energy = -1943.2951 a.u.
2S+1 = 1
Structure (SMILES) = CCCCn1c(SCC(=O)NCCc2ccc(OC)c(OC)c2)nc2c1c(=O)n(C)c(=O)n2C
Energy above the lowest of the compared OMol25 structures with the same formula, charge and spin = 1.7 kJ/mol
E_LUMO = 0.50 eV

```
65
C23H31N5O5S ωB97M-V/def2-TZVPD
C 1.969 4.514 0.032
C 1.559 3.545 1.133
C 0.075 3.208 1.029
C -0.406 2.233 2.111
N -0.481 0.852 1.688
C 0.456 -0.113 1.784
S 2.086 0.214 2.264
C 2.720 -1.484 2.445
C 3.116 -2.092 1.102
O 4.205 -1.887 0.606
N 2.177 -2.896 0.574
C 2.385 -3.566 -0.692
C 1.231 -3.359 -1.678
C 0.721 -1.943 -1.742
C -0.624 -1.688 -1.935
C -1.096 -0.384 -2.014
C -0.230 0.686 -1.896
O -0.584 2.001 -1.973
C -1.926 2.329 -2.242
C 1.145 0.436 -1.684
O 1.937 1.534 -1.556
C 3.323 1.339 -1.388
C 1.598 -0.868 -1.625
N -0.005 -1.328 1.500
C -1.303 -1.132 1.186
C -1.634 0.209 1.280
C -2.943 0.687 0.971
O -3.350 1.833 1.020
N -3.784 -0.356 0.562
C -5.135 0.042 0.199
C -3.492 -1.709 0.496
O -4.316 -2.529 0.153
N -2.210 -2.083 0.846
C -1.854 -3.484 0.880
H 1.772 4.071 -0.940
H 3.028 4.750 0.104
H 1.405 5.441 0.110
H 2.148 2.632 1.049
H 1.767 3.987 2.111
H -0.504 4.129 1.119
H -0.125 2.792 0.043
H 0.262 2.278 2.977
H -1.418 2.503 2.418
H 1.959 -2.069 2.957
H 3.613 -1.378 3.060
H 1.230 -2.803 0.927
H 3.326 -3.187 -1.099
H 2.509 -4.641 -0.510
H 0.403 -4.024 -1.418
H 1.581 -3.662 -2.669
H -1.325 -2.503 -2.040
H -2.151 -0.220 -2.169
H -1.942 3.411 -2.358
H -2.584 2.051 -1.414
H -2.277 1.861 -3.167
H 3.748 2.336 -1.291
H 3.549 0.760 -0.488
H 3.764 0.840 -2.257
H 2.649 -1.058 -1.487
H -5.740 -0.854 0.094
H -5.120 0.596 -0.741
H -5.536 0.691 0.977
H -2.717 -4.052 0.536
H -1.598 -3.776 1.899
H -1.000 -3.662 0.229
```

natural (NBO) atomic charges, in units of e:
1 C -0.609
2 C -0.394
3 C -0.427
4 C -0.220
5 N -0.314
6 C 0.251
7 S 0.309
8 C -0.605
9 C 0.668
10 O -0.639
11 N -0.634
12 C -0.230
13 C -0.418
14 C -0.034
15 C -0.231
16 C -0.287
17 C 0.238
18 O -0.498
19 C -0.256
20 C 0.339
21 O -0.508
22 C -0.260
23 C -0.315
24 N -0.572
25 C 0.388
26 C -0.092
27 C 0.653
28 O -0.625
29 N -0.457
30 C -0.417
31 C 0.801
32 O -0.639
33 N -0.416
34 C -0.413
35 H 0.219
36 H 0.205
37 H 0.200
38 H 0.202
39 H 0.191
40 H 0.207
41 H 0.243
42 H 0.210
43 H 0.243
44 H 0.245
45 H 0.259
46 H 0.439
47 H 0.230
48 H 0.200
49 H 0.201
50 H 0.227
51 H 0.212
52 H 0.223
53 H 0.203
54 H 0.187
55 H 0.176
56 H 0.200
57 H 0.193
58 H 0.180
59 H 0.232
60 H 0.246
61 H 0.204
62 H 0.222
63 H 0.256
64 H 0.207
65 H 0.201



DFT (ωB97M-V/def2-TZVPD) results for an isolated molecule of C23H32ClN3O2.

Values from the calculation:
Charge = 0
Calculated total energy = -1670.6114 a.u.
2S+1 = 1
Structure (SMILES) = O=C1CC[C@H](C(=O)N2CCN(c3ccccc3Cl)CC2)CN1CC1CCCCC1
Energy above the lowest of the compared OMol25 structures with the same formula, charge and spin = 4.0 kJ/mol
E_LUMO = 0.51 eV

```
61
C23H32ClN3O2 ωB97M-V/def2-TZVPD
O 2.432 2.769 2.721
C 1.373 2.256 2.421
C 0.119 3.037 2.089
C -0.483 2.608 0.746
C -0.423 1.086 0.544
C -1.763 0.546 0.047
O -2.790 1.191 0.148
N -1.781 -0.717 -0.447
C -0.656 -1.574 -0.750
C -0.858 -2.167 -2.161
N -1.632 -1.250 -2.954
C -1.228 -0.718 -4.157
C -2.146 -0.574 -5.207
C -1.785 -0.031 -6.423
C -0.484 0.385 -6.647
C 0.440 0.278 -5.623
C 0.071 -0.245 -4.398
Cl 1.281 -0.213 -3.149
C -3.006 -1.150 -2.516
C -3.027 -1.232 -0.978
C -0.071 0.405 1.879
N 1.188 0.913 2.362
C 2.300 0.023 2.606
C 2.311 -0.610 4.007
C 1.188 -1.627 4.219
C 1.322 -2.281 5.592
C 1.275 -1.223 6.691
C 2.372 -0.184 6.479
C 2.244 0.456 5.100
H -0.603 2.868 2.891
H 0.365 4.098 2.074
H -1.526 2.927 0.702
H 0.055 3.102 -0.064
H 0.363 0.854 -0.178
H 0.271 -1.007 -0.727
H -0.592 -2.384 -0.011
H -1.401 -3.120 -2.095
H 0.103 -2.366 -2.631
H -3.159 -0.913 -5.062
H -2.524 0.057 -7.205
H -0.191 0.800 -7.598
H 1.453 0.624 -5.763
H -3.636 -1.952 -2.932
H -3.401 -0.185 -2.840
H -3.842 -0.629 -0.577
H -3.146 -2.266 -0.640
H 0.013 -0.674 1.751
H -0.876 0.603 2.598
H 3.205 0.628 2.495
H 2.304 -0.764 1.844
H 3.267 -1.139 4.098
H 0.221 -1.126 4.160
H 1.225 -2.394 3.440
H 0.518 -3.006 5.738
H 2.272 -2.819 5.647
H 1.393 -1.697 7.667
H 0.301 -0.729 6.674
H 2.309 0.586 7.251
H 3.349 -0.665 6.566
H 1.289 0.982 5.033
H 3.034 1.191 4.947
```

natural (NBO) atomic charges, in units of e:
1 O -0.632
2 C 0.690
3 C -0.500
4 C -0.402
5 C -0.312
6 C 0.704
7 O -0.637
8 N -0.443
9 C -0.222
10 C -0.227
11 N -0.462
12 C 0.243
13 C -0.275
14 C -0.188
15 C -0.240
16 C -0.196
17 C -0.107
18 Cl -0.015
19 C -0.219
20 C -0.229
21 C -0.206
22 N -0.457
23 C -0.209
24 C -0.219
25 C -0.402
26 C -0.392
27 C -0.396
28 C -0.392
29 C -0.404
30 H 0.220
31 H 0.242
32 H 0.250
33 H 0.212
34 H 0.221
35 H 0.220
36 H 0.189
37 H 0.183
38 H 0.235
39 H 0.217
40 H 0.216
41 H 0.218
42 H 0.226
43 H 0.178
44 H 0.216
45 H 0.258
46 H 0.189
47 H 0.216
48 H 0.202
49 H 0.241
50 H 0.186
51 H 0.199
52 H 0.193
53 H 0.200
54 H 0.205
55 H 0.193
56 H 0.206
57 H 0.192
58 H 0.208
59 H 0.192
60 H 0.195
61 H 0.227



DFT (ωB97M-V/def2-TZVPD) results for a cluster of 10 separate species, C23H32F7N2O23 in total.

Values from the calculation:
Charge = +1
Calculated total energy = -3434.5765 a.u.
2S+1 = 1
Energy above the lowest of the compared OMol25 structures with the same formula, charge and spin = 0.0 kJ/mol
E_LUMO = -4.08 eV

```
87
C23H32F7N2O23 ωB97M-V/def2-TZVPD
N 1.219 3.392 -2.273
H 2.121 3.483 -2.747
H 1.142 2.574 -1.571
H 0.391 3.254 -2.853
H 1.149 4.260 -1.730
N 1.782 -1.238 -3.819
H 1.584 -2.134 -4.261
H 1.167 -0.522 -4.211
H 2.736 -0.916 -4.015
H 1.683 -1.194 -2.756
C -0.442 -0.161 0.406
C 0.629 0.125 -0.644
O 1.102 -0.893 -1.234
O 1.181 1.262 -0.684
H -1.264 0.488 0.110
H 0.051 0.131 1.335
H -0.642 -1.220 0.491
C -2.499 -1.655 -2.258
C -2.183 -2.907 -3.111
O -3.385 -3.289 -3.669
C -4.370 -2.364 -3.399
O -5.448 -2.331 -3.845
O -3.893 -1.510 -2.466
F -1.583 -3.925 -2.398
H -1.972 -0.806 -2.704
H -2.295 -1.641 -1.192
H -1.464 -2.616 -3.892
C -2.460 -2.134 3.652
C -3.210 -2.257 2.297
O -3.682 -0.965 2.051
C -3.309 -0.106 3.026
O -3.614 1.043 3.059
O -2.665 -0.747 4.005
F -4.256 -3.136 2.466
H -1.380 -2.215 3.539
H -2.831 -2.787 4.432
H -2.551 -2.632 1.526
C -5.314 1.197 -0.464
C -4.081 2.035 -0.757
O -4.485 2.777 -1.868
C -5.451 2.071 -2.535
O -5.843 2.346 -3.594
O -5.851 1.008 -1.798
F -2.984 1.267 -1.152
H -6.056 1.802 0.053
H -5.065 0.264 0.027
H -3.825 2.768 0.009
C 5.614 1.346 -0.682
C 4.224 1.885 -0.988
O 4.282 2.176 -2.364
C 5.637 2.502 -2.636
O 5.970 3.186 -3.524
O 6.405 2.093 -1.633
F 3.813 2.949 -0.261
H 5.893 0.301 -0.695
H 5.790 1.804 0.299
H 3.502 1.071 -0.900
C 2.871 0.749 2.691
C 4.306 0.577 3.158
O 4.893 -0.138 2.103
C 3.868 -0.803 1.455
O 4.057 -1.671 0.681
O 2.686 -0.518 2.047
F 4.476 -0.175 4.290
H 2.808 1.618 2.033
H 2.261 0.998 3.557
H 4.736 1.558 3.375
C 1.597 -5.293 -0.622
C 1.070 -3.930 -0.171
O 1.638 -3.713 1.086
C 2.320 -4.839 1.481
O 2.829 -4.925 2.520
O 2.225 -5.794 0.572
F -0.298 -3.870 -0.087
H 2.429 -5.136 -1.310
H 0.929 -6.056 -1.003
H 1.431 -3.114 -0.798
C -1.098 3.212 1.867
C -0.644 3.000 3.331
O -1.202 4.086 4.026
C -2.021 4.794 3.214
O -2.656 5.730 3.529
O -2.032 4.265 1.974
F 0.722 3.023 3.359
H -1.591 2.336 1.444
H -0.238 3.353 1.207
H -1.084 2.117 3.795
```

Löwdin atomic charges, in units of e:
1 N 0.285
2 H 0.131
3 H 0.072
4 H 0.145
5 H 0.150
6 N 0.291
7 H 0.146
8 H 0.142
9 H 0.149
10 H 0.082
11 C 0.017
12 C -0.623
13 O -0.069
14 O -0.077
15 H 0.060
16 H 0.086
17 H 0.064
18 C -0.054
19 C -0.308
20 O 0.149
21 C -0.523
22 O 0.236
23 O 0.062
24 F 0.045
25 H 0.122
26 H 0.119
27 H 0.151
28 C -0.003
29 C -0.278
30 O 0.122
31 C -0.567
32 O 0.169
33 O 0.078
34 F 0.065
35 H 0.136
36 H 0.144
37 H 0.148
38 C -0.021
39 C -0.281
40 O 0.119
41 C -0.566
42 O 0.217
43 O 0.080
44 F 0.021
45 H 0.152
46 H 0.131
47 H 0.166
48 C -0.018
49 C -0.364
50 O 0.072
51 C -0.536
52 O 0.212
53 O 0.102
54 F 0.085
55 H 0.147
56 H 0.144
57 H 0.137
58 C -0.061
59 C -0.309
60 O 0.119
61 C -0.543
62 O 0.190
63 O 0.080
64 F 0.081
65 H 0.128
66 H 0.138
67 H 0.174
68 C -0.016
69 C -0.320
70 O 0.119
71 C -0.587
72 O 0.219
73 O 0.092
74 F 0.042
75 H 0.135
76 H 0.145
77 H 0.132
78 C -0.070
79 C -0.279
80 O 0.153
81 C -0.555
82 O 0.212
83 O 0.075
84 F 0.055
85 H 0.098
86 H 0.127
87 H 0.163



DFT (ωB97M-V/def2-TZVPD) results for a structure of composition C23H32GeNO5Pb.

Values from the calculation:
Charge = +1
Calculated total energy = -3596.0484 a.u.
2S+1 = 1
Energy above the lowest of the compared OMol25 structures with the same formula, charge and spin = 0.0 kJ/mol
E_LUMO = -3.76 eV

```
63
C23H32GeNO5Pb ωB97M-V/def2-TZVPD
Pb -0.056 0.985 0.844
C -2.640 2.843 2.900
C -2.226 2.906 1.456
C -2.793 2.050 0.501
C -2.443 2.141 -0.845
C -1.523 3.096 -1.262
C -0.944 3.946 -0.326
C -1.286 3.848 1.018
H -3.170 1.917 3.121
H -3.309 3.672 3.135
H -1.780 2.922 3.565
H -3.523 1.317 0.822
H -2.897 1.469 -1.562
H -1.263 3.179 -2.309
H -0.227 4.692 -0.643
H -0.834 4.520 1.738
O 0.577 0.962 3.077
C 0.373 0.077 3.932
C -0.312 -1.162 3.770
C -0.317 -2.011 4.896
C -0.917 -3.231 4.822
C -1.539 -3.666 3.645
C -1.560 -2.854 2.543
C -0.958 -1.578 2.567
O -1.034 -0.839 1.494
N -0.908 -4.110 6.000
O -0.415 -3.670 7.017
O -1.419 -5.202 5.878
H 0.777 0.268 4.934
H 0.156 -1.704 5.820
H -1.996 -4.646 3.628
H -2.042 -3.169 1.628
C 3.690 -1.141 -2.655
Ge 2.933 0.662 -2.539
C 3.608 1.679 -0.992
C 3.507 1.637 -4.134
C 0.951 0.584 -2.589
H 4.772 -1.087 -2.534
H 3.487 -1.537 -3.651
H 3.304 -1.856 -1.930
H 4.603 1.335 -0.706
H 2.975 1.640 -0.103
H 3.698 2.726 -1.284
H 4.586 1.552 -4.266
H 3.261 2.696 -4.056
H 3.026 1.238 -5.027
H 0.706 0.773 -3.637
H 0.545 1.447 -2.048
O 3.139 -1.630 0.878
C 2.357 -0.898 0.553
C -1.050 -1.083 -4.263
C -1.097 -0.999 -2.739
C -1.656 -2.289 -2.146
C 0.283 -0.715 -2.136
H -1.964 -1.532 -4.652
H -0.214 -1.710 -4.586
H -0.941 -0.107 -4.736
H -1.765 -0.174 -2.456
H -1.050 -3.144 -2.456
H -2.677 -2.470 -2.481
H -1.656 -2.259 -1.053
H 0.925 -1.579 -2.340
H 0.159 -0.728 -1.041
```

natural (NBO) atomic charges, in units of e:
1 Pb 1.545
2 C -0.649
3 C -0.060
4 C -0.215
5 C -0.226
6 C -0.219
7 C -0.198
8 C -0.239
9 H 0.228
10 H 0.251
11 H 0.229
12 H 0.236
13 H 0.242
14 H 0.244
15 H 0.242
16 H 0.242
17 O -0.744
18 C 0.466
19 C -0.336
20 C -0.078
21 C -0.041
22 C -0.091
23 C -0.310
24 C 0.526
25 O -0.932
26 N 0.535
27 O -0.365
28 O -0.356
29 H 0.172
30 H 0.258
31 H 0.264
32 H 0.242
33 C -1.090
34 Ge 1.587
35 C -1.081
36 C -1.078
37 C -0.865
38 H 0.244
39 H 0.242
40 H 0.222
41 H 0.245
42 H 0.199
43 H 0.241
44 H 0.241
45 H 0.231
46 H 0.235
47 H 0.242
48 H 0.205
49 O -0.429
50 C 0.535
51 C -0.612
52 C -0.214
53 C -0.606
54 C -0.381
55 H 0.223
56 H 0.209
57 H 0.210
58 H 0.179
59 H 0.211
60 H 0.219
61 H 0.204
62 H 0.215
63 H 0.152



Number 1: frontier orbital gap 8.55 eV. Number 2: frontier orbital gap 8.65 eV. Number 3: frontier orbital gap 9.30 eV. Number 4: frontier orbital gap 8.37 eV.